Below is C6H9ErO4 as an isolated structure in a non-equilibrium geometry, with properties calculated with ωB97M-V with the def2-TZVPD basis set.

Computed properties:
largest force on an atom = 3.754 eV/A
energy above the lowest of the compared OMol25 structures with the same formula, charge and spin = 98.8 kcal/mol
net charge = +2
LUMO (spin up / spin down) = -8.44 / -9.51 eV
Kohn-Sham gap (spin up / spin down) = 8.002 / 5.367 eV
2S+1 = 4
energy = -42155.0359 eV

```
20
Properties=species:S:1:pos:R:3:forces:R:3
O -2.87890 -1.18477 1.98004 -0.0755 -0.2283 0.2449
C -1.77199 -1.22980 1.36043 -0.0254 -1.0948 2.9218
O -0.73972 -1.64081 1.97471 0.1885 0.1024 0.1146
O -1.76035 -0.93071 0.09074 -0.0951 1.2252 -1.4492
C -0.53751 -0.67663 -0.63462 -1.5760 2.4578 2.3594
Er -2.20677 -2.17518 4.09159 0.2827 0.8577 -2.2421
H 0.19495 -0.94798 0.14188 0.6949 -0.9074 -1.3359
H -1.06375 -0.59985 -1.60050 1.6175 -0.6840 -0.1641
C 1.11795 -1.00893 -1.98392 0.3333 -0.0259 -1.8606
C 1.36900 0.35254 -1.70904 0.1805 -0.6361 2.2676
H 0.47099 -1.23605 -2.83795 0.4668 -0.6216 0.3513
H 1.78529 -1.73722 -1.51178 -0.1137 -0.1032 -0.5996
H 2.40705 0.60504 -1.46610 0.0256 0.0724 -0.2910
C 0.37190 1.00844 -0.89252 -2.4018 -0.6412 -0.0523
C 0.86086 1.75155 0.32942 0.4714 0.4025 0.3932
O -0.23123 2.01487 1.19214 -0.0968 -0.4840 -0.6380
H -0.44977 1.50198 -1.42642 0.1672 0.1971 0.1163
H 1.34104 2.69004 0.00293 -0.0411 -0.2177 0.0479
H 1.61753 1.14110 0.85426 -0.1086 0.1451 -0.2328
H 0.10344 2.30238 2.04469 0.1058 0.1841 0.0487
```
Positions in Å, forces in eV/Å.